Model one:
A single C3H5NO2 molecule, computed with ωB97M-V with the def2-TZVPD basis set.

The geometry in XYZ format:
```
11
C3H5NO2 | the OMol25 dataset | ωB97M-V with the def2-TZVPD basis set
O 2.483 0.166 0.096
C 1.290 0.070 0.067
N 0.599 -1.123 0.489
C -0.515 -1.234 1.195
C -0.889 0.841 -0.711
O 0.493 1.038 -0.383
H 1.052 -1.968 0.156
H -1.232 -0.181 -0.538
H -0.795 -0.202 1.495
H -1.474 1.527 -0.095
H -1.012 1.067 -1.770
```

Summary:
Gap between HOMO and LUMO in eV: 9.54


Model two:
A single C3H5NO2 molecule, computed with ωB97M-V with the def2-TZVPD basis set.

The geometry in XYZ format:
```
11
C3H5NO2 | the OMol25 dataset | ωB97M-V with the def2-TZVPD basis set
N -0.249 -0.417 1.674
C -0.426 -1.573 0.870
O -0.351 -1.253 -0.410
C -0.461 0.093 -0.921
C 0.845 0.846 -1.009
O 0.938 1.876 -1.624
H 0.745 -0.252 1.830
H -0.652 -0.594 2.588
H -1.155 0.680 -0.310
H -0.890 -0.021 -1.919
H 1.707 0.412 -0.457
```

Summary:
Gap between HOMO and LUMO in eV: 9.48


Energies relative to the most stable structure are model one 0.0; model two 10.7, reported in kcal/mol.


Model one:
A single C3H5NO2 molecule, computed with ωB97M-V with the def2-TZVPD basis set.

The geometry in XYZ format:
```
11
C3H5NO2 | the OMol25 dataset | ωB97M-V with the def2-TZVPD basis set
C 0.922 -0.681 -0.928
C 0.668 0.524 -0.063
O 1.527 1.151 0.487
N -0.769 0.838 0.121
C -1.227 0.092 1.164
O -2.330 0.008 1.646
H 0.061 -1.352 -0.928
H 1.832 -1.213 -0.637
H 1.062 -0.299 -1.945
H -1.402 1.405 -0.441
H -0.343 -0.474 1.525
```

Summary:
Gap between HOMO and LUMO in eV: 10.98


Model two:
A single C3H5NO2 molecule, computed with ωB97M-V with the def2-TZVPD basis set.

The geometry in XYZ format:
```
11
C3H5NO2 | the OMol25 dataset | ωB97M-V with the def2-TZVPD basis set
O -0.881 -1.375 -1.362
C -1.412 -0.535 -0.447
C -0.716 0.527 -0.018
N 0.599 0.674 -0.573
C 1.540 0.479 0.261
O 1.391 0.192 1.561
H -0.055 -0.930 -1.634
H -2.414 -0.816 -0.135
H -1.086 1.270 0.685
H 2.589 0.506 -0.029
H 0.443 0.009 1.689
```

Summary:
Gap between HOMO and LUMO in eV: 9.57


Model three:
A single C3H5NO2 molecule, computed with ωB97M-V with the def2-TZVPD basis set.

The geometry in XYZ format:
```
11
C3H5NO2 | the OMol25 dataset | ωB97M-V with the def2-TZVPD basis set
C -1.404 0.051 -0.250
C -0.316 0.670 0.598
O -0.276 1.807 0.977
N 0.774 -0.262 0.815
C 1.692 -0.234 -0.249
O 1.852 -1.172 -0.991
H -0.918 -0.456 -1.093
H -2.099 0.804 -0.620
H -1.949 -0.710 0.320
H 0.412 -1.213 0.844
H 2.234 0.716 -0.350
```

Summary:
Gap between HOMO and LUMO in eV: 11.31


Energies relative to the most stable structure are model one 4.0; model two 20.7; model three 0.0, reported in kcal/mol.


Model one:
A single C2H5PS molecule, computed with ωB97M-V with the def2-TZVPD basis set.

The geometry in XYZ format:
```
9
C2H5PS | the OMol25 dataset | ωB97M-V with the def2-TZVPD basis set
C -1.349 -0.729 -0.545
C 1.384 -0.246 0.302
P -0.091 0.403 -0.220
S -2.416 0.328 0.279
H -0.975 -1.783 -0.403
H 2.099 -1.080 -0.182
H 1.865 0.476 1.013
H -0.326 1.430 -1.111
H -0.191 1.202 0.867
```

Summary:
Gap between HOMO and LUMO (spin up / spin down) in eV: 5.53 / 7.34


Model two:
2 unconnected molecules or ions with the total composition C2H5PS, computed with ωB97M-V with the def2-TZVPD basis set.

The geometry in XYZ format:
```
9
C2H5PS | the OMol25 dataset | ωB97M-V with the def2-TZVPD basis set
C -0.999 0.972 0.314
C -0.060 -0.059 -0.106
P 1.638 -0.546 0.082
S -1.621 -0.732 0.132
H -0.966 1.352 1.329
H -1.383 1.676 -0.414
H 0.389 0.235 -2.213
H 1.467 -1.799 -0.499
H 1.536 -1.100 1.374
```

Summary:
Gap between HOMO and LUMO (spin up / spin down) in eV: 8.74 / 7.60


Energies relative to the most stable structure are model one 11.1; model two 0.0, reported in kcal/mol.